This record from the Open Molecules 2025 dataset describes 2 unconnected molecules or ions with the total composition CHFN2O at a distorted geometry. The level of theory is wB97M-V/def2-TZVPD.

Structure (XYZ):
```
6
Properties=species:S:1:pos:R:3:forces:R:3
C 1.4255 -1.0800 -0.3182 3.16 0.25 0.87
N -0.7055 -0.0339 0.3303 0.61 4.37 0.60
N -1.4523 0.7530 -0.1706 0.32 -0.74 -0.66
O 2.4388 -0.8106 0.1461 -2.42 -0.58 -1.11
F -0.9332 2.1351 -0.0344 -0.23 -1.21 0.71
H -0.7734 -0.9637 0.0467 -1.44 -2.10 -0.41
```
Forces are in eV/Å.

Properties
LUMO level ... -0.06 eV
Frontier orbital gap ... 11.1 eV